Record 1
Below is a cluster of 5 separate species, C23H46FO18S4 in total, with properties calculated with the ωB97M-V functional and the def2-TZVPD basis.

Properties
2S+1 = 1
HOMO = -4.339 eV
E_tot = -107504.946 eV
Net charge = -1

Element x y z (Å)
C -1.12728 2.42428 4.57723
C -1.77613 2.73516 3.19847
C -2.38026 4.14520 3.17762
F -1.62120 4.98649 3.98386
C -3.92759 4.27409 3.42826
C -4.63079 4.64482 2.11113
O -3.98290 5.54895 4.17835
C -4.14188 5.28272 5.50486
O -4.43354 6.05012 6.36856
O -3.92944 3.91639 5.64733
C -4.67059 3.42334 4.46866
C -4.57726 1.91186 4.60109
C -5.33956 1.17681 3.47035
C -4.70953 1.40434 1.97200
O -6.04985 1.94424 2.61245
C -6.17172 3.85481 4.85260
O -6.87039 4.52743 4.07330
O -6.52038 3.48886 5.98098
H -1.87741 2.47332 5.37044
H -0.71269 1.40910 4.53878
H -0.31984 3.12602 4.79283
H -2.46219 1.93343 2.92522
H -0.94794 2.70495 2.47765
H -2.21754 4.53420 2.16493
H -5.69589 4.42652 2.12180
H -4.46917 5.72186 1.99064
H -4.14634 4.16654 1.25078
H -3.58561 1.46193 4.64608
H -5.15185 1.60424 5.48394
H -5.71869 0.17546 3.69038
H -4.74037 0.26003 1.86575
H -5.19745 1.53299 0.99642
O 1.17869 4.15601 -1.03234
S 2.11557 3.48046 -0.18969
O 1.74660 3.00755 1.10493
O 3.42676 4.38503 -0.05184
C 3.25532 5.74962 0.37036
C 3.04228 5.85853 1.86808
C 2.84796 2.15481 -1.08885
H 2.43693 6.21735 -0.18005
H 4.17101 6.27040 0.09200
H 2.08479 5.42918 2.16202
H 3.05472 6.90390 2.17850
H 3.82008 5.31717 2.40767
H 3.18516 2.52778 -2.05258
H 2.08317 1.39100 -1.22285
H 3.67914 1.75725 -0.51174
O -0.89460 -1.32408 2.02257
S 0.06815 -1.41630 0.97155
O 0.39060 -0.28729 0.15780
O -0.30634 -2.64659 0.03058
C -1.64011 -2.70407 -0.51343
C -1.81138 -1.77666 -1.69853
C 1.56102 -2.09021 1.62289
H -2.37701 -2.49384 0.26412
H -1.79265 -3.73404 -0.83287
H -1.76016 -0.73120 -1.39268
H -2.77751 -1.94308 -2.17536
H -1.02149 -1.94106 -2.43039
H 1.32292 -2.98262 2.19522
H 2.00669 -1.33506 2.26724
H 2.23041 -2.32334 0.79830
O -0.88760 -4.18280 -3.96509
S 0.06131 -4.26774 -5.03292
O 0.35142 -3.13610 -5.85615
O -0.32755 -5.50275 -5.96934
C -1.67049 -5.56450 -6.47941
C -1.87364 -4.63283 -7.65862
C 1.57145 -4.92448 -4.41252
H -2.38877 -5.35810 -5.68378
H -1.82735 -6.59460 -6.79656
H -1.81708 -3.58944 -7.34952
H -2.85165 -4.80074 -8.11110
H -1.10085 -4.79076 -8.41137
H 1.35516 -5.81927 -3.83472
H 2.02655 -4.16794 -3.77752
H 2.22659 -5.15032 -5.24946
O 4.73646 -4.44488 -3.59168
S 5.70083 -5.09100 -2.75321
O 5.35344 -5.54501 -1.44412
O 6.99680 -4.17099 -2.65846
C 6.82361 -2.79605 -2.26305
C 6.63999 -2.65486 -0.76464
C 6.44247 -6.42064 -3.63932
H 5.99185 -2.34643 -2.80817
H 7.72941 -2.27631 -2.57083
H 5.69140 -3.08394 -0.44230
H 6.65166 -1.60277 -0.47859
H 7.43173 -3.17849 -0.22857
H 6.75894 -6.05970 -4.61428
H 5.69189 -7.20031 -3.75024
H 7.28857 -6.79332 -3.06788


Record 2
Below is a structure of composition C9H24AgF2NO11S2, with properties calculated with the ωB97M-V functional and the def2-TZVPD basis.

Properties
Energy relative to the best compared isomer or geometry (same formula, charge and spin) = 0.0 kJ/mol
2S+1 = 1
HOMO = -0.136 eV
E_tot = -64839.329 eV
Net charge = -2

Element x y z (Å)
Ag -6.57519 -10.03861 26.42054
N -5.66606 -10.65136 28.71808
S -4.27612 -9.88959 28.96005
O -3.12127 -10.68113 28.73999
O -4.31332 -8.98322 30.06159
F -4.28550 -8.93229 27.70150
S -5.83962 -11.57969 30.07128
O -6.42192 -10.86139 31.15158
O -4.79926 -12.51387 30.33058
F -7.00707 -12.46217 29.47213
C -8.10478 -9.19115 24.23788
O -8.85582 -9.08925 23.21905
O -6.78289 -9.08505 24.13495
O -8.56768 -9.46026 25.43014
C -6.49752 -14.57760 26.42950
C -5.25035 -13.76324 26.19050
O -5.48299 -12.36791 26.38837
H -6.32001 -15.64916 26.27492
H -7.26366 -14.28755 25.70619
H -6.91591 -14.46794 27.43011
H -4.88295 -13.93102 25.17908
H -4.44538 -14.04601 26.88258
H -5.53215 -12.21348 27.33923
C -3.16661 -8.95184 24.43069
C -3.02143 -9.01391 22.92339
O -4.04966 -8.35066 22.22389
H -2.46243 -9.62634 24.92636
H -4.17789 -9.13677 24.79831
H -2.92058 -7.94736 24.80371
H -3.03666 -10.05116 22.58463
H -2.02876 -8.61842 22.64310
H -4.08840 -7.43838 22.52371
C -5.70129 -5.82261 27.93371
C -5.98669 -6.05250 26.45065
O -6.54852 -7.35237 26.32592
H -5.50473 -4.76713 28.12403
H -4.84491 -6.43181 28.23406
H -6.52319 -6.24527 28.51622
H -5.03379 -6.04271 25.90352
H -6.69857 -5.30634 26.07769
H -6.53622 -7.61971 25.37923
C -9.69086 -9.45910 30.49096
C -8.60750 -8.51457 29.97743
O -8.09136 -8.96370 28.73845
H -10.28214 -8.99905 31.28857
H -9.25720 -10.39438 30.85197
H -10.34343 -9.69979 29.65025
H -7.78410 -8.41452 30.69363
H -9.05141 -7.52974 29.80936
H -7.36799 -9.57860 28.92209


Record 3
Below is the ion C4H7N2 with charge +1, with properties calculated with the ωB97M-V functional and the def2-TZVPD basis.

Properties
Energy relative to the best compared isomer or geometry (same formula, charge and spin) = 299.6 kJ/mol
2S+1 = 3
HOMO (spin up / spin down) = -11.808 / -17.021 eV
E_tot = -7227.627 eV
Net charge = +1

Element x y z (Å)
C 1.84230 0.28627 -0.05999
C -1.56025 0.52189 0.41988
C -0.19203 -1.25070 -0.07114
C -0.56002 0.71841 -0.63402
N -1.41544 -0.49497 -0.58592
N 0.58027 -0.00533 -0.28058
H 2.27976 1.27785 -0.21875
H 2.36862 -0.63193 0.25330
H -1.06455 0.38019 1.33624
H -2.41135 1.13441 0.23364
H -0.44220 -1.68981 0.96412
H 0.21422 -2.00801 -0.58927
H -0.59476 1.44717 -1.42831


Record 4
Below is a structure of composition C25H49N6O4PSSe2Sn, with properties calculated with the ωB97M-V functional and the def2-TZVPD basis.

Properties
Energy relative to the best compared isomer or geometry (same formula, charge and spin) = 19.3 kJ/mol
2S+1 = 1
HOMO = -12.393 eV
E_tot = -200490.519 eV
Net charge = +2

Element x y z (Å)
Sn -0.69719 -0.24919 0.96465
C -2.73679 -2.33544 4.48619
Se -3.37663 -1.47014 2.86748
C -4.06836 0.16186 3.70017
C -3.05249 1.27614 3.87926
Se -2.57806 2.01996 2.13995
C -1.24414 3.29205 2.74875
H -3.55879 -2.46184 5.18560
H -1.93604 -1.74886 4.92867
H -2.35210 -3.31061 4.19683
H -4.49424 -0.14013 4.65811
H -4.89343 0.49518 3.06895
H -2.14064 0.93656 4.37178
H -3.49212 2.08056 4.47196
H -0.45645 2.76901 3.28686
H -1.71633 4.04214 3.37792
H -0.82902 3.76132 1.86018
C 0.41190 4.54910 -6.32351
C 0.18559 3.73512 -5.08364
C -1.08755 3.30502 -4.73572
C -1.31625 2.56751 -3.58137
C -2.72836 2.19767 -3.20881
C -0.23055 2.26448 -2.76434
C 1.06437 2.70430 -3.06669
C 2.23303 2.41288 -2.16448
C 1.24609 3.42539 -4.23496
C -0.40299 1.46515 -1.53207
O -0.22876 1.87550 -0.39949
O -0.68525 0.15792 -1.62748
H -0.34412 4.34107 -7.07746
H 1.39253 4.35098 -6.75151
H 0.36374 5.61329 -6.09096
H -1.92677 3.55948 -5.37056
H -3.33898 3.09871 -3.14433
H -2.79041 1.69848 -2.24063
H -3.18259 1.55542 -3.96436
H 2.26003 1.36842 -1.84311
H 2.18371 3.02241 -1.26134
H 3.16684 2.63362 -2.67649
H 2.24336 3.75815 -4.49293
N -5.41294 -2.83117 0.89003
C -5.30054 -1.61895 0.02093
P -3.56252 -1.72016 -0.65335
O -3.24433 -3.17914 -0.47807
O -2.74878 -0.66647 0.05185
C -3.67442 -1.33228 -2.42193
N -2.35272 -1.49650 -3.04109
H -6.32480 -3.28569 0.84082
H -5.19278 -2.61442 1.86835
H -4.63158 -3.44996 0.52177
H -5.46241 -0.72256 0.61431
H -6.05576 -1.68046 -0.76094
H -4.00764 -0.29976 -2.53943
H -4.43282 -1.99179 -2.85845
H -2.02373 -2.44035 -2.85286
H -1.20487 -0.18896 -2.40723
H -2.43815 -1.42236 -4.05014
C 1.34767 -4.64995 -2.45063
N 0.69198 -4.00514 -1.32350
C 0.03757 -4.63674 -0.29630
C -0.41400 -3.65438 0.52627
N -0.04880 -2.43369 0.01909
C 0.61094 -2.68566 -1.09492
H 1.87643 -5.53399 -2.10233
H 2.06589 -3.96042 -2.88736
H 0.61726 -4.94071 -3.20414
H -0.04603 -5.70605 -0.24862
H -0.97493 -3.74812 1.43951
H 1.06864 -1.95106 -1.73424
C 5.93111 2.12074 3.99001
C 5.57047 1.77831 2.55397
N 4.17914 1.35376 2.40199
C 3.60125 0.15394 2.40646
S 1.87924 0.10352 2.22835
N 4.24395 -1.00775 2.52047
C 5.61666 -1.33834 2.91077
C 6.50139 -1.68089 1.72431
H 6.97262 2.43142 4.04893
H 5.78707 1.27062 4.65636
H 5.31478 2.93958 4.35880
H 6.22642 1.01936 2.13562
H 5.68385 2.65931 1.92002
H 3.49721 2.09839 2.38076
H 3.60860 -1.78951 2.45957
H 5.54166 -2.19570 3.58152
H 6.03058 -0.52824 3.50362
H 6.10108 -2.53269 1.17653
H 7.50079 -1.94158 2.06812
H 6.58457 -0.84599 1.02931


Record 5
Below is an isolated molecule of C3H4O3, with properties calculated with the ωB97M-V functional and the def2-TZVPD basis.

Properties
Energy relative to the best compared isomer or geometry (same formula, charge and spin) = 152.9 kJ/mol
SMILES = O=CC(=O)CO
2S+1 = 1
HOMO = -10.415 eV
E_tot = -9317.116 eV
Net charge = 0

Element x y z (Å)
O 0.94566 -2.13381 0.46782
C 0.29034 -1.63912 -0.41289
C -0.02596 -0.14862 -0.49934
O -0.12872 0.31572 -1.61641
C -0.17532 0.73974 0.71547
O -0.18646 2.07975 0.32196
H -0.07725 -2.19894 -1.29442
H 0.63013 0.52205 1.43188
H -1.11866 0.47914 1.22470
H -0.32046 2.08156 -0.64231


Record 6
Below is the ion C20H31F5N2O3P with charge +1, with properties calculated with the ωB97M-V functional and the def2-TZVPD basis.

Properties
SMILES = CCOCC[N@H+]1C[C@@](CCCCN)(C(F)(F)c2cccc(C(F)(F)F)c2)O[C@H]1P(C)O
2S+1 = 1
HOMO = -11.754 eV
E_tot = -53226.828 eV
Net charge = +1

Element x y z (Å)
C -3.62340 2.51167 0.80402
C -3.73931 1.30457 1.87288
O -4.21884 0.13715 1.14746
C -3.20935 -0.88805 1.02900
C -1.84110 -0.30207 0.35465
N -1.10447 -1.39619 -0.36996
C -0.21414 -0.70696 -1.39752
C 1.35686 -0.95787 -1.14817
C 1.86852 -1.71345 -2.49681
C 2.26127 -0.71509 -3.68989
C 1.03340 -0.23839 -4.61883
C 0.99777 1.38348 -4.69609
N 0.45808 1.87551 -6.02453
C 2.29105 0.25521 -0.68763
F 1.81368 1.44081 -1.35698
F 3.67125 -0.01221 -1.02938
C 2.27458 0.56414 0.87138
C 3.17715 -0.32895 1.80870
C 3.29166 -0.11143 3.34079
C 2.49974 1.02093 4.04492
C 1.59683 1.91309 3.12233
C 0.82297 3.10712 3.88258
F -0.47650 3.31261 3.35499
F 0.87112 2.99878 5.28936
F 1.56731 4.30189 3.55894
C 1.48029 1.69335 1.57075
O 1.25199 -1.97989 -0.08089
C -0.11069 -2.26546 0.36279
P -0.35627 -2.70318 2.18912
C -1.90373 -3.85044 2.24453
O -0.65521 -1.27646 3.14280
H -2.57783 2.58390 0.31571
H -3.99540 3.51043 1.21490
H -4.33798 2.23397 -0.06347
H -2.79215 1.13171 2.48768
H -4.56871 1.58149 2.62724
H -3.02409 -1.30647 2.07437
H -3.60934 -1.66595 0.27853
H -2.21431 0.47397 -0.41809
H -1.17246 0.24491 1.10186
H -1.76427 -2.01253 -0.89087
H -0.43593 0.37734 -1.67213
H -0.51035 -1.28724 -2.35263
H 2.85219 -2.23909 -2.17928
H 1.16332 -2.56730 -2.80888
H 2.83350 0.21862 -3.37043
H 2.98053 -1.30152 -4.38278
H 0.01148 -0.65644 -4.32444
H 1.23215 -0.62119 -5.69326
H 0.42892 1.83772 -3.79906
H 2.06612 1.82333 -4.62705
H 0.78979 2.85728 -6.06731
H -0.57169 1.87757 -5.97576
H 3.78745 -1.16440 1.33708
H 3.98016 -0.75344 3.99638
H 2.61813 1.19174 5.16792
H 0.83503 2.38557 0.93573
H -0.28920 -3.29793 -0.14207
H -2.40574 -3.93449 1.22090
H -1.47135 -4.88936 2.51414
H -2.62600 -3.49501 3.05201
H -0.34448 -1.51141 4.04773


Record 7
Below is a structure of composition C23H21N6O2PtS3, with properties calculated with the ωB97M-V functional and the def2-TZVPD basis.

Properties
Energy relative to the best compared isomer or geometry (same formula, charge and spin) = 19.6 kJ/mol
2S+1 = 1
HOMO = -10.042 eV
E_tot = -72975.295 eV
Net charge = +1

Element x y z (Å)
Pt -1.12790 0.13947 -0.14514
O 2.75032 -1.08822 -1.02274
S 1.70495 -0.13389 -1.25954
O 0.67352 -0.45726 -2.21583
N 0.89334 0.27359 0.12543
C 1.50046 0.07974 1.39916
C 2.86048 -0.05491 1.59359
C 3.43090 -0.15865 2.87776
C 2.66819 -0.12815 4.00399
C 1.26919 -0.00582 3.86916
C 0.40913 0.00834 4.99303
C -0.93995 0.10137 4.82716
C -1.43455 0.17437 3.51024
N -0.67533 0.17199 2.44771
C 0.67883 0.09398 2.58734
C 2.43839 1.37758 -1.80573
C 1.72594 2.18360 -2.68347
C 2.27042 3.39576 -3.07986
C 3.50983 3.79412 -2.60013
C 4.21943 2.97610 -1.73127
C 3.68674 1.76126 -1.33070
H 3.51955 -0.10540 0.74843
H 4.50592 -0.26141 2.95260
H 3.10990 -0.19640 4.98974
H 0.84385 -0.05865 5.98317
H -1.61699 0.11430 5.66966
H -2.50733 0.23845 3.34533
H 0.77031 1.84606 -3.06136
H 1.73014 4.02544 -3.77468
H 3.93225 4.73897 -2.91614
H 5.19490 3.27951 -1.37522
H 4.24950 1.10592 -0.68239
N -3.22526 0.14587 -0.45051
N -3.75829 1.45862 -0.44903
C -2.94207 2.53487 -0.36587
N -3.53846 3.72746 -0.31572
S -1.25938 2.39800 -0.39131
H -3.43093 -0.29885 -1.34241
H -3.66841 -0.39148 0.29009
H -4.76001 1.54655 -0.38761
H -4.52958 3.85198 -0.43409
H -2.96369 4.55185 -0.26942
S -0.40289 -4.32251 0.53103
C -0.38998 -2.63737 0.76641
N -0.97977 -1.92807 -0.15245
C -1.47068 -2.73907 -1.17643
C -2.04630 -2.29931 -2.36893
C -2.47359 -3.24536 -3.27391
C -2.31929 -4.61657 -3.01679
C -1.70491 -5.05751 -1.86546
C -1.27333 -4.09830 -0.94872
H 0.07513 -2.19307 1.63333
H -2.06709 -1.24211 -2.60489
H -2.90534 -2.92744 -4.21351
H -2.65993 -5.33659 -3.74835
H -1.55033 -6.11271 -1.68473


Record 8
Below is a structure of composition C35H38N10O5PPb, with properties calculated with the ωB97M-V functional and the def2-TZVPD basis.

Properties
2S+1 = 1
HOMO = -4.616 eV
E_tot = -76588.235 eV
Net charge = -1

Element x y z (Å)
Pb -1.03533 0.44081 0.14341
O -0.94712 -1.46884 3.01433
C -0.80897 -2.63765 2.33214
C -2.18069 -3.13656 1.98700
N -2.79351 -2.30547 0.94621
C -4.13991 -1.84570 1.25652
C -4.40116 -0.89623 2.55274
O -5.60229 -0.65068 2.75533
O -3.37699 -0.54728 3.26971
C -2.57084 -2.81686 -0.41037
C -1.22234 -2.65869 -1.12407
O -0.88842 -3.44769 -1.99827
O -0.52207 -1.59215 -0.84154
H -1.89653 -1.17142 3.03337
H -0.36890 -3.39771 3.03348
H -0.21476 -2.60030 1.39096
H -2.74264 -3.39795 2.94307
H -2.06741 -4.15437 1.55054
H -4.92889 -2.57787 1.18748
H -4.50279 -1.13782 0.47270
H -3.30862 -2.33654 -1.07818
H -2.86341 -3.87269 -0.47346
C 2.26198 -2.84077 -1.01839
C 2.35051 -1.80161 -2.06002
C 2.69658 -2.24965 -3.29555
C 2.76959 -1.42227 -4.45815
C 2.60151 -0.08646 -4.24757
C 2.36964 0.44505 -2.98113
C 2.25859 -0.41210 -1.87953
P 2.00621 0.20161 -0.19220
C 3.40177 -0.35069 0.82278
C 3.12518 -0.55907 2.18564
C 4.13179 -0.88340 3.07031
C 5.40015 -1.07467 2.61898
C 5.67390 -0.88719 1.26311
C 4.66216 -0.52926 0.34707
C 5.26286 -0.11816 -0.98825
C 2.18205 1.98667 -0.18054
C 3.27641 2.57150 0.41178
C 3.27283 3.94796 0.86336
C 2.16901 4.62954 0.49725
C 1.01692 4.09492 -0.12611
C 1.01329 2.76212 -0.45774
C -0.12595 2.09513 -1.13048
H 1.90640 -2.62865 -0.03911
H 3.28030 -3.20600 -0.85900
H 1.68215 -3.70882 -1.36602
H 2.78323 -3.30224 -3.38930
H 2.94318 -1.79901 -5.44004
H 2.71715 0.56392 -5.11143
H 2.41097 1.48773 -2.85980
H 2.11888 -0.44377 2.47101
H 3.90263 -1.05977 4.08207
H 6.20108 -1.38884 3.27908
H 6.72674 -0.93426 0.95938
H 4.65399 -0.49327 -1.87784
H 6.31798 -0.42225 -1.14047
H 5.30021 0.96265 -0.97269
H 4.03055 1.85750 0.85430
H 4.18750 4.33732 1.24019
H 2.17356 5.70137 0.69642
H 0.17442 4.79784 -0.34427
H 0.07371 1.74625 -2.19026
H -1.03484 2.69660 -1.16798
N -5.86791 2.20397 -0.15091
C -4.79082 2.03161 0.55958
N -3.82046 1.56109 -0.20229
C -4.40574 1.28367 -1.37005
N -5.72214 1.64594 -1.41907
C -3.69210 0.71673 -2.52633
C -4.33398 0.58208 -3.76281
N -3.80036 0.02724 -4.87454
C -2.51941 -0.34875 -4.67434
C -1.87809 -0.22216 -3.48722
N -2.44138 0.37405 -2.38730
H -6.78741 2.55336 0.10060
H -4.67629 2.36478 1.55170
H -5.33593 0.92471 -3.82553
H -2.02930 -0.80540 -5.46403
H -0.89427 -0.57058 -3.39201
N -1.76617 1.76846 4.37692
C -0.77372 1.73390 3.45068
N 0.35601 0.95082 3.59905
N -0.72989 2.61724 2.47806
C -1.66689 3.51847 2.17720
N -2.23251 4.47943 1.76251
H -1.79797 0.96428 4.93736
H -2.61045 2.31786 4.14710
H 0.23960 -0.07175 3.64965
H 1.03441 1.32514 2.91406